A cluster of 10 separate species, C27H76BO12P in total. Source: the Open Molecules 2025 dataset; level of theory: ωB97M-V with the def2-TZVPD basis set.

The SMILES is CCOB(OC[C@H](C)O)P(CC)CC.CCO.CCO.CCO.CCO.CCO.CCO.CCO.CCO.CCO. The LUMO energy comes out at 0.467 eV. The calculation puts the total energy at -2343.3560 hartree. As for the spin multiplicity: 1. Its largest force on an atom is 0.0158 hartree/bohr. Its gap between HOMO and LUMO is 8.4233 eV. For the HOMO energy, the calculation gives -7.956 eV. Its total charge is 0.

CARTESIAN COORDINATES (ANGSTROEM)
C: 4.7870 -4.1748 2.7223
C: 4.5788 -2.7048 3.0083
O: 3.2486 -2.2636 2.6497
B: 3.1923 -1.6311 1.4265
O: 2.9307 -2.3641 0.2807
C: 1.7193 -3.1359 0.2461
C: 1.9283 -4.6096 -0.0910
C: 0.8437 -5.1675 -1.0292
O: 2.0468 -5.4360 1.0662
P: 3.3350 0.3292 1.3209
C: 4.1846 0.4470 -0.3185
C: 5.4962 -0.3465 -0.3527
C: 1.5740 0.4770 0.7635
C: 0.5953 -0.0043 1.8543
H: 4.0172 -4.7654 3.2299
H: 5.7808 -4.4990 3.0355
H: 4.6751 -4.3624 1.6530
H: 4.6970 -2.4620 4.0694
H: 5.3162 -2.1090 2.4528
H: 1.0745 -2.6646 -0.5006
H: 1.2009 -3.0534 1.2098
H: 2.9091 -4.6700 -0.5771
H: 0.1622 -4.3894 -1.3834
H: 1.2877 -5.6398 -1.9097
H: 0.2618 -5.9308 -0.5086
H: 1.5208 -5.0611 1.7597
H: 3.5085 0.1018 -1.1075
H: 4.3962 1.5056 -0.5103
H: 6.0919 -0.1523 0.5469
H: 5.2996 -1.4196 -0.4117
H: 6.1151 -0.0788 -1.2159
H: 1.3966 1.5377 0.5398
H: 1.4343 -0.0807 -0.1694
H: 0.2700 0.8274 2.4825
H: -0.2949 -0.4482 1.3973
H: 1.0393 -0.7663 2.5041
C: 6.5024 -3.9843 -1.7267
C: 5.2568 -3.3351 -2.2941
O: 5.5299 -2.1494 -3.0407
H: 7.0429 -3.2833 -1.0905
H: 6.2398 -4.8502 -1.1190
H: 7.1759 -4.3131 -2.5222
H: 4.5965 -3.0115 -1.4912
H: 4.7026 -4.0501 -2.9141
H: 6.1036 -2.3788 -3.7762
C: 2.0220 0.2269 -3.3100
C: 2.7351 0.2495 -4.6482
O: 4.1173 0.5651 -4.5233
H: 2.1274 1.1882 -2.8059
H: 0.9593 0.0125 -3.4370
H: 2.4494 -0.5443 -2.6648
H: 2.3186 1.0220 -5.2955
H: 2.6074 -0.7142 -5.1549
H: 4.5147 -0.1100 -3.9606
C: -3.4630 2.6605 4.2696
C: -2.3178 2.0793 3.4663
O: -1.0517 2.2331 4.1020
H: -3.2895 3.7196 4.4624
H: -4.4065 2.5617 3.7318
H: -3.5550 2.1505 5.2325
H: -2.2202 2.5960 2.5115
H: -2.5059 1.0199 3.2533
H: -1.0852 1.7778 4.9464
C: 7.3071 -7.8677 2.1327
C: 7.3469 -7.0553 0.8532
O: 7.5482 -5.6653 1.0918
H: 6.5212 -7.4969 2.7910
H: 7.1160 -8.9201 1.9198
H: 8.2595 -7.8001 2.6642
H: 6.3904 -7.1195 0.3337
H: 8.1186 -7.4430 0.1791
H: 8.3930 -5.5670 1.5376
C: -3.9910 -1.1771 0.2529
C: -2.5735 -1.1891 -0.2839
O: -1.8100 -2.2889 0.2054
H: -3.9834 -1.1532 1.3427
H: -4.5363 -0.3054 -0.1110
H: -4.5344 -2.0701 -0.0653
H: -2.0337 -0.3009 0.0438
H: -2.5790 -1.1866 -1.3793
H: -2.2400 -3.1007 -0.0742
C: -8.4168 3.6361 3.4298
C: -7.2140 4.4996 3.0946
O: -6.2307 3.7973 2.3541
H: -8.1026 2.7552 3.9908
H: -9.1428 4.1866 4.0302
H: -8.9102 3.3041 2.5142
H: -6.7124 4.8306 4.0052
H: -7.5325 5.3960 2.5482
H: -6.6486 3.5142 1.5310
C: -9.5848 5.1220 -1.4682
C: -8.6133 5.2023 -0.3103
O: -8.0044 3.9380 -0.0240
H: -10.3651 4.3911 -1.2565
H: -10.0549 6.0901 -1.6400
H: -9.0737 4.8219 -2.3866
H: -9.1378 5.4934 0.5989
H: -7.8388 5.9506 -0.5081
H: -7.5279 3.6575 -0.8097
C: 5.6265 2.7722 -7.0789
C: 5.4893 1.7296 -8.1675
O: 6.0540 0.4821 -7.7776
H: 6.6745 2.9246 -6.8189
H: 5.2018 3.7325 -7.3770
H: 5.1057 2.4433 -6.1764
H: 6.0202 2.0242 -9.0725
H: 4.4331 1.5991 -8.4310
H: 5.6068 0.2083 -6.9705
C: -10.1674 7.2998 3.5025
C: -10.6886 7.8800 2.2033
O: -11.2837 6.8997 1.3573
H: -9.4402 6.5141 3.3013
H: -9.6884 8.0699 4.1083
H: -10.9817 6.8681 4.0896
H: -9.8711 8.3004 1.6174
H: -11.3987 8.6887 2.4052
H: -12.0274 6.5107 1.8232

Atom charges from the Löwdin analysis, given in e for atoms 1 to 2: -0.061 -0.222

An isolated molecule of C4H7N3 in a non-equilibrium geometry. Source: the Open Molecules 2025 dataset; level of theory: ωB97M-V with the def2-TZVPD basis set.

The LUMO energy comes out at 0.982 eV. The calculation puts the total energy at -320.8091 hartree. As for the spin multiplicity: 1. Its largest force on an atom is 0.0253 hartree/bohr. Its gap between HOMO and LUMO is 8.9720 eV. For the HOMO energy, the calculation gives -7.990 eV. The value obtained for the energy above the lowest of the compared OMol25 structures with the same formula, charge and spin is 46.57 kcal/mol. Its total charge is 0.

CARTESIAN COORDINATES (ANGSTROEM)
C: 2.5930 0.4032 0.0669
N: 1.3695 -0.3605 0.0517
C: 0.2660 0.2703 0.0069
C: -1.0177 -0.4157 0.0028
C: -2.3650 0.2407 -0.1190
N: -0.9361 -1.7168 0.0743
N: -0.7789 -2.8370 0.1503
H: 3.1868 0.1183 0.9432
H: 2.4392 1.4951 0.0864
H: 3.1897 0.1509 -0.8179
H: 0.2001 1.3707 -0.0261
H: -3.1191 -0.2656 0.4921
H: -2.2942 1.2719 0.2400
H: -2.7333 0.2744 -1.1518

Atom charges from the Löwdin analysis, given in e for atoms 1 to 2: -0.156 -0.040

An isolated molecule of C3H4O in a non-equilibrium geometry. Source: the Open Molecules 2025 dataset; level of theory: ωB97M-V with the def2-TZVPD basis set.

The LUMO energy (alpha / beta) comes out at 1.140 / -2.588 eV. The calculation puts the total energy at -191.7322 hartree. As for the spin multiplicity: 3. Its largest force on an atom is 0.1583 hartree/bohr. Its gap between HOMO and LUMO (alpha / beta) is 7.2761 / 8.2451 eV. For the HOMO energy (alpha / beta), the calculation gives -6.136 / -10.834 eV. The value obtained for the energy above the lowest of the compared OMol25 structures with the same formula, charge and spin is 37.01 kcal/mol. Its total charge is 0.

CARTESIAN COORDINATES (ANGSTROEM)
C: -0.0795 -1.1401 -0.7593
C: -0.3976 -0.0182 -0.2120
C: 0.5058 1.1488 0.7611
O: 1.3648 0.8539 1.5213
H: -0.9356 -1.6526 -1.0273
H: 0.9048 -1.5395 -0.7632
H: -1.4644 0.1687 0.0094
H: 0.1017 2.1790 0.4700

Atom charges from the Löwdin analysis, given in e for atoms 1 to 2: -0.030 -0.102

A structure of composition C15H35BCuN4Si4Te in a non-equilibrium geometry. Source: the Open Molecules 2025 dataset; level of theory: ωB97M-V with the def2-TZVPD basis set.

The LUMO energy comes out at 2.748 eV. The calculation puts the total energy at -3903.1399 hartree. As for the spin multiplicity: 1. Its largest force on an atom is 0.0408 hartree/bohr. Its gap between HOMO and LUMO is 6.5757 eV. For the HOMO energy, the calculation gives -3.828 eV. The value obtained for the energy above the lowest of the compared OMol25 structures with the same formula, charge and spin is 0.00 kcal/mol. Its total charge is -1.

CARTESIAN COORDINATES (ANGSTROEM)
Cu: 11.1947 8.6166 7.3641
B: 8.7665 8.9348 5.1020
N: 8.6000 7.7096 6.1198
C: 7.4361 7.1927 6.5589
C: 7.6675 6.3820 7.6515
C: 9.0463 6.4524 7.7933
N: 9.5883 7.2751 6.8804
N: 8.9491 10.1582 6.0686
C: 8.1194 11.1800 6.2505
C: 8.6070 11.9449 7.3019
C: 9.7706 11.2926 7.6946
N: 9.9462 10.2111 6.9300
H: 9.7794 8.7896 4.4860
H: 7.6849 9.0539 4.5435
H: 6.5385 7.3766 6.0088
H: 6.9179 5.8594 8.1727
H: 9.6966 6.0427 8.5349
H: 7.3322 11.2924 5.5479
H: 8.1714 12.7862 7.7631
H: 10.4829 11.5422 8.4719
C: 16.4445 6.2576 4.9530
Si: 14.9316 6.7861 6.0084
C: 14.8446 5.4384 7.3775
C: 13.3726 6.6150 4.9948
Si: 15.0902 8.8130 7.2359
Te: 13.1030 8.5683 8.8206
Si: 16.8605 9.0733 8.7525
C: 18.5314 9.5246 7.9160
C: 17.2558 7.4729 9.6820
C: 16.5183 10.3754 10.0839
Si: 14.7323 10.8044 6.0832
C: 16.0076 11.0475 4.6633
C: 12.9481 10.9787 5.4707
C: 15.0547 12.2784 7.2435
H: 16.4073 5.1937 4.7046
H: 17.3485 6.3755 5.5623
H: 16.5776 6.8183 4.0487
H: 14.5102 4.4682 7.0486
H: 14.2282 5.7843 8.1904
H: 15.8587 5.3225 7.7554
H: 13.3326 5.6681 4.4951
H: 13.3349 7.3000 4.1461
H: 12.4850 6.7621 5.6044
H: 18.7945 8.8153 7.1432
H: 19.2995 9.6013 8.6354
H: 18.5006 10.4884 7.4212
H: 17.5557 6.6522 9.0511
H: 16.3129 7.0723 10.0608
H: 17.9689 7.6041 10.4452
H: 16.5621 11.3806 9.6570
H: 17.3121 10.3107 10.8244
H: 15.5465 10.1496 10.5885
H: 15.7338 10.3711 3.8447
H: 16.9970 10.7297 4.9700
H: 16.0945 12.0522 4.2005
H: 12.6231 10.1985 4.7808
H: 12.9276 11.9792 5.0056
H: 12.2300 11.0560 6.2763
H: 16.0966 12.1924 7.4417
H: 14.5158 12.1717 8.2101
H: 14.7876 13.1682 6.6895

Atom charges from the Löwdin analysis, given in e for atoms 1 to 2: -0.155 -0.368

An isolated molecule of C6H8ClF in a non-equilibrium geometry. Source: the Open Molecules 2025 dataset; level of theory: ωB97M-V with the def2-TZVPD basis set.

The SMILES is CCC(=C/Cl)/C=C/F. The LUMO energy comes out at 0.769 eV. The calculation puts the total energy at -793.4260 hartree. As for the spin multiplicity: 1. Its largest force on an atom is 0.0437 hartree/bohr. Its gap between HOMO and LUMO is 9.6123 eV. For the HOMO energy, the calculation gives -8.844 eV. The value obtained for the energy above the lowest of the compared OMol25 structures with the same formula, charge and spin is 25.09 kcal/mol. Its total charge is 0.

CARTESIAN COORDINATES (ANGSTROEM)
C: 0.6681 1.5755 0.7262
C: 0.0322 1.0288 -0.5560
C: -0.7220 -0.2634 -0.3240
C: -2.0791 -0.1800 -0.3134
Cl: -3.1537 -1.4813 0.1782
C: 0.0519 -1.4805 0.1020
C: 1.3379 -1.6027 -0.2225
F: 2.0473 -2.7121 0.0911
H: 0.0034 1.4560 1.5674
H: 1.1081 2.6387 0.6376
H: 1.5485 0.9243 0.9270
H: 0.7281 0.8484 -1.3839
H: -0.6636 1.7249 -0.9939
H: -2.6329 0.7229 -0.4068
H: -0.3615 -2.2937 0.6692
H: 2.0873 -0.9057 -0.6981

Atom charges from the Löwdin analysis, given in e for atoms 1 to 2: -0.091 -0.245